No. 1
DFT (ωB97M-V/def2-TZVPD) results for a structure of composition C11H20Br6O9.

The calculation puts the electronic energy at -450411.0227 eV. As for the multiplicity: 1. For the energy above the lowest of the compared OMol25 structures with the same formula, charge and spin, the calculation gives 74.38 kJ/mol. The HOMO energy is -10.55 eV.

Positions of all 46 atoms, in Å:
C  -3.7475  6.3711  -2.5886
Br  -4.2154  7.3708  -0.8965
Br  -2.5909  7.6210  -3.7371
Br  -5.4395  5.6429  -3.3617
H  -3.0867  5.5131  -2.4654
C  0.3374  3.4327  0.0843
Br  -1.0527  3.9372  -1.1793
Br  0.0536  1.7434  1.1945
Br  0.8299  4.9436  1.2511
H  1.2557  3.2463  -0.4725
C  0.5569  1.4025  -3.5588
O  0.9168  0.2843  -2.7520
C  0.6270  -0.9588  -3.1112
O  0.0423  -1.3451  -4.1654
O  0.9911  -1.7790  -2.1022
C  0.4925  -3.0363  -2.0308
H  1.3116  1.6581  -4.3026
H  0.4742  2.2016  -2.8220
H  -0.4417  1.2407  -3.9646
H  -0.5957  -3.0875  -2.0643
H  0.8123  -3.5094  -1.1023
H  0.7090  -3.5689  -2.9568
C  4.6826  -3.3865  2.8168
O  4.0314  -2.1472  2.6104
C  2.9558  -1.9867  3.3732
O  2.4935  -2.7489  4.1806
O  2.7310  -0.6728  3.2431
C  1.6006  -0.1626  3.8233
H  4.1572  -4.2595  2.4296
H  4.8612  -3.5814  3.8743
H  5.6329  -3.3598  2.2837
H  0.7685  -0.6498  3.3151
H  1.5523  0.9123  3.6489
H  1.7289  -0.1991  4.9051
C  -2.3175  -3.0941  2.1689
O  -2.7443  -1.9068  1.6307
C  -1.9450  -1.3663  0.6437
O  -0.7541  -1.6369  0.5239
O  -2.6691  -0.4843  -0.0483
C  -2.1679  0.2533  -1.1295
H  -1.7936  -2.8774  3.0998
H  -1.7192  -3.6705  1.4633
H  -3.2038  -3.6849  2.4001
H  -1.1222  0.0088  -1.3160
H  -2.1185  1.3191  -0.9063
H  -2.8810  0.0580  -1.9304

Atoms 1-2, force components in eV/Å:
C -0.3298 1.1713 -0.1703
Br 0.6016 -1.0835 -1.3457

***

No. 2
DFT (ωB97M-V/def2-TZVPD) results for a cluster of 2 separate species, C11H20BrNO3PS in total.

The calculation puts the electronic energy at -109522.6633 eV. As for the multiplicity: 1. The charge is +1. The HOMO energy is -11.83 eV.

Positions of all 38 atoms, in Å:
O  4.2144  0.9628  -1.5246
P  2.8924  1.2320  -2.4183
Br  3.2472  2.9997  -3.7440
S  1.3456  1.8926  -0.9560
C  0.4131  3.3051  -1.7654
O  -0.7845  3.5438  -1.1518
C  -1.7947  2.6209  -1.4493
C  -2.8561  2.5950  -0.5715
C  -3.9274  1.7680  -0.7658
C  -3.9682  0.9233  -1.8664
C  -2.9035  0.9391  -2.7336
C  -1.8256  1.7749  -2.5400
H  4.3439  1.6971  -0.8947
H  0.5291  0.8152  -0.8169
H  1.0490  4.1805  -1.5846
H  0.3665  3.1929  -2.8538
H  -2.8399  3.2501  0.2982
H  -4.7552  1.7726  -0.0626
H  -4.8141  0.2612  -2.0196
H  -2.9289  0.2674  -3.5887
H  -1.0238  1.7632  -3.2751
C  1.0838  -2.2858  3.7685
C  0.6370  -1.4504  2.5745
C  -0.0157  -2.2714  1.4514
O  0.8960  -2.9874  0.6410
C  1.3116  -4.2401  1.1673
N  1.7849  -0.6777  2.0814
H  1.9913  -2.8529  3.5625
H  1.2989  -1.6401  4.6199
H  0.3031  -2.9857  4.0710
H  -0.1170  -0.7451  2.9373
H  -0.5181  -1.5718  0.7720
H  -0.7933  -2.9377  1.8430
H  0.5091  -4.7354  1.7189
H  2.1884  -4.1204  1.8063
H  1.5977  -4.8732  0.3282
H  1.4636  -0.0543  1.3462
H  2.3994  -1.3281  1.5953

Atoms 1-2, force components in eV/Å:
O -1.3879 1.5462 0.2512
P 0.5995 -2.1752 -1.8079

***

No. 3
DFT (ωB97M-V/def2-TZVPD) results for a structure of composition C11H20Cl2N2O2PRu.

The calculation puts the electronic energy at -55690.4007 eV. As for the multiplicity: 5. For the energy above the lowest of the compared OMol25 structures with the same formula, charge and spin, the calculation gives 0.00 kJ/mol. The charge is +3. The HOMO energy (spin up / spin down) is -19.38 / -19.27 eV.

Positions of all 39 atoms, in Å:
C  -0.1061  -4.1485  -4.1863
C  -0.3142  -3.1559  -3.0975
H  -1.0647  -4.5476  -4.5156
H  0.5140  -4.9661  -3.8052
H  0.4087  -3.6759  -5.0293
O  -1.3382  -2.7836  -2.5714
Cl  1.2540  -2.5072  -2.5624
Ru  0.1419  0.0071  -0.0972
P  0.0892  1.5446  -1.6376
C  -1.3481  2.6492  -1.7471
C  1.4977  2.6925  -1.5618
H  0.8960  -0.0977  -3.1898
H  0.3900  1.4002  -4.0434
H  -0.8320  0.2260  -3.4350
C  0.1411  0.6945  -3.2437
H  2.4263  2.1157  -1.5071
H  1.5064  3.3490  -2.4379
H  -1.2020  3.3629  -2.5674
H  -1.4476  3.1989  -0.8028
H  1.4058  3.2985  -0.6528
H  -2.2594  2.0652  -1.9232
C  -1.6261  0.2443  0.3670
O  -2.7382  0.3942  0.7208
Cl  2.4904  -0.1908  -0.4207
C  2.4325  -1.9389  4.4864
C  1.4160  -1.9635  3.4287
C  0.2788  -2.7417  3.2436
C  -0.3157  -2.3309  2.0389
N  0.4033  -1.2907  1.5698
N  1.4661  -1.1206  2.3872
C  -1.4776  -2.8835  1.3298
H  1.9544  -1.7543  5.4543
H  2.9358  -2.9075  4.5833
H  3.1836  -1.1628  4.3032
H  -0.0748  -3.5263  3.8835
H  2.2052  -0.4573  2.1365
H  -1.4505  -3.9814  1.3511
H  -2.4119  -2.5738  1.8181
H  -1.4826  -2.5669  0.2809

Atoms 1-2, force components in eV/Å:
C -0.3144 -0.1721 -0.1334
C -2.4054 -0.0304 0.3063

***

No. 4
DFT (ωB97M-V/def2-TZVPD) results for a structure of composition C11H20Cl2O2Re.

The calculation puts the electronic energy at -42999.3369 eV. As for the multiplicity: 4. For the energy above the lowest of the compared OMol25 structures with the same formula, charge and spin, the calculation gives 189.62 kJ/mol. The charge is -2. The HOMO energy (spin up / spin down) is 0.60 / -0.01 eV.

Positions of all 36 atoms, in Å:
C  0.4606  -1.0723  -0.5370
C  1.2496  0.0236  -1.0753
C  0.3463  1.1370  -1.2545
C  2.6504  -0.0487  -1.5325
C  -1.0174  0.6454  -1.0369
C  -0.9506  -0.6935  -0.5975
C  -2.1087  -1.5916  -0.3137
C  0.8406  -2.4955  -0.4035
C  0.7130  2.4819  -1.7367
C  -2.2337  1.5040  -1.0838
Re  0.8551  0.4492  1.0281
Cl  2.1514  2.0642  1.2526
Cl  2.6858  -0.9769  1.4870
O  -0.7405  1.4300  1.4935
H  3.1322  -0.9981  -1.2832
H  3.2796  0.7557  -1.1520
H  2.6508  0.0350  -2.6314
H  1.7783  2.6718  -1.6112
H  0.1479  3.2343  -1.1862
H  0.4612  2.6031  -2.7986
H  -2.0533  2.5058  -0.6481
H  -3.0413  1.0336  -0.5293
H  -2.5724  1.6545  -2.1098
H  -2.9957  -1.0025  -0.0531
H  -1.9509  -2.2982  0.5309
H  -2.3692  -2.2261  -1.1984
H  1.8712  -2.5645  -0.0631
H  0.7336  -3.0056  -1.3836
H  0.2025  -2.9946  0.3529
H  -0.8419  2.2986  1.9844
O  -2.9532  -2.7155  1.9291
H  -2.9748  -2.0577  2.7013
C  0.7221  0.1231  3.1292
H  0.0155  -0.7226  3.0732
H  0.2031  0.9433  3.6320
H  1.6527  -0.1301  3.6252

Atoms 1-2, force components in eV/Å:
C -1.7189 0.1522 -1.3478
C -1.2992 -0.0864 -0.7807

***

No. 5
DFT (ωB97M-V/def2-TZVPD) results for a structure of composition C11H20HoI2N3O.

The calculation puts the electronic energy at -60244.4748 eV. As for the multiplicity: 5. The charge is -2. The HOMO energy (spin up / spin down) is 1.47 / 1.30 eV.

Positions of all 38 atoms, in Å:
C  1.4771  2.3475  -1.2235
I  2.6463  -0.4922  0.0724
H  1.3062  3.2930  -1.7481
H  1.8783  1.5793  -1.8832
H  2.2125  2.4971  -0.4257
C  -0.3793  -1.9449  -3.9408
C  -0.1686  -0.5516  -2.1468
N  -0.0801  -1.8446  -2.5911
H  -0.9292  -0.3142  -5.3430
I  -2.6823  -0.1747  -0.1118
N  -0.5318  0.1456  -3.2688
H  -0.3675  -2.8884  -4.4623
Ho  0.0000  -0.0001  -0.1538
C  0.1741  1.9081  -0.5570
O  -0.6897  2.7059  -0.2796
C  -0.6569  -0.6892  -4.3694
C  -0.8714  1.5668  -3.3153
H  -1.4388  1.7515  -4.2292
H  0.0303  2.1840  -3.3156
H  -1.4982  1.8034  -2.4557
C  0.1038  -3.0076  -1.7268
H  0.6412  -3.7793  -2.2817
H  -0.8713  -3.3898  -1.4087
H  0.6952  -2.7082  -0.8598
C  -1.2576  0.7258  3.8127
C  0.0000  -0.0001  3.3162
C  1.2571  0.7266  3.8135
C  0.0003  -1.4520  3.8129
N  0.0000  -0.0001  1.8462
H  -1.2875  0.7439  4.9237
H  -2.1719  0.2136  3.4427
H  -1.2718  1.7731  3.4410
H  1.2860  0.7451  4.9243
H  2.1719  0.2144  3.4449
H  1.2713  1.7737  3.4411
H  -0.9000  -1.9878  3.4420
H  0.9009  -1.9874  3.4419
H  0.0003  -1.4868  4.9238

Atoms 1-2, force components in eV/Å:
C 0.2000 1.1258 -0.2573
I 3.5216 -1.2697 -0.1934

***

No. 6
DFT (ωB97M-V/def2-TZVPD) results for the ion C11H20IN4O4 with charge +1.

The calculation puts the electronic energy at -33966.2721 eV. As for the multiplicity: 1. For the energy above the lowest of the compared OMol25 structures with the same formula, charge and spin, the calculation gives 510.75 kJ/mol. The SMILES is CCOCc1nc(NCC(=O)I)n(CCO)[n+]1COC. The charge is +1. The HOMO energy is -12.39 eV.

Positions of all 40 atoms, in Å:
C  1.1379  -2.8336  3.6957
C  1.7474  -3.6549  2.3727
O  0.9246  -3.4222  1.1752
C  1.5421  -2.3692  0.3023
C  0.4366  -1.2516  -0.1501
N  -1.0020  -1.6050  0.1718
C  -1.6806  -0.3734  -0.4031
N  -3.0370  -0.2679  -0.3042
C  -3.9262  0.8613  -0.7527
C  -4.3683  0.5145  -2.3181
O  -4.6382  1.4230  -3.2577
I  -4.4857  -1.6170  -2.9675
N  -0.7587  0.6261  -1.0369
C  -0.9400  1.9352  -1.7523
C  -0.9604  3.1868  -0.6425
O  -1.0714  2.6807  0.7571
N  0.5351  0.0868  -0.8450
C  1.8833  0.7070  -1.2655
O  2.9734  0.4394  -0.3149
C  3.8014  1.6342  -0.0638
H  1.6884  -3.1959  4.6779
H  0.0101  -3.1949  3.8062
H  1.1883  -1.6656  3.5662
H  1.6119  -4.8072  2.6535
H  2.8974  -3.4950  2.2252
H  2.4673  -1.8730  0.8345
H  1.9161  -2.9573  -0.6575
H  -3.5330  -1.0903  0.1569
H  -3.4854  1.9381  -0.6178
H  -4.9288  0.8418  -0.1048
H  -1.9650  2.0451  -2.3408
H  -0.0990  2.1819  -2.5579
H  -1.8194  3.9729  -0.8936
H  0.0637  3.7628  -0.7525
H  -0.1743  2.8559  1.1858
H  1.8155  1.8956  -1.3550
H  2.1295  0.3411  -2.3743
H  4.6895  1.2691  0.6446
H  3.1499  2.3944  0.5493
H  4.2637  2.0802  -1.0464

Atoms 1-2, force components in eV/Å:
C -0.2700 -0.8573 -0.4669
C -0.4276 -1.0127 2.2089